## a
DFT (ωB97M-V with the def2-TZVPD basis set) results for a single C3H3N5 molecule.

The geometry in XYZ format:
```
11
Properties=species:S:1:pos:R:3:nbo_charge:R:1
N 0.9808 -1.8539 2.0810 -0.236
N 0.7134 0.6899 -1.7597 -0.578
N -1.7256 -1.2846 -0.1654 -0.276
N 0.9914 1.4487 1.1429 -0.485
N -1.1174 -0.2678 -0.4333 -0.181
C 0.9212 -0.8773 1.4816 0.213
C 0.3900 -0.0219 -0.7979 0.353
C 0.7173 0.3036 0.6994 0.116
H 0.0964 0.7805 -2.5609 0.376
H -2.7502 -1.1360 -0.2000 0.333
H 0.7827 2.2189 0.5123 0.365
```

Values from the calculation:
**HOMO-LUMO gap**: 7.973 eV
**HOMO level**: -0.338 Ha
**Structure (SMILES)**: [H]\N=C(C#N)/C(=N/[H])/N=N/[H]
**Molecular weight**: 109.092 g mol⁻¹

## b
DFT (ωB97M-V with the def2-TZVPD basis set) results for a single C3H3N5 molecule.

The geometry in XYZ format:
```
11
Properties=species:S:1:pos:R:3:nbo_charge:R:1
N 1.4719 0.9134 -1.1353 -0.533
N 0.7883 -1.0379 -0.2561 -0.425
N -1.6040 0.4656 -0.3644 0.039
N -1.1247 0.7124 0.9389 -0.250
N -1.5360 -0.7384 -0.7672 -0.196
C 0.0751 0.7843 0.9671 0.037
C 0.7180 0.3071 -0.3702 0.305
C -0.3390 -1.4987 -0.3425 0.255
H 0.5415 0.8012 2.0991 0.230
H -0.5555 -2.6581 -0.0491 0.197
H 1.5645 1.9490 -0.7203 0.340
```

Values from the calculation:
**HOMO-LUMO gap**: 8.644 eV
**HOMO level**: -0.357 Ha
**Structure (SMILES)**: [H]/N=c1\cnnncn1
**Molecular weight**: 109.092 g mol⁻¹

## c
DFT (ωB97M-V with the def2-TZVPD basis set) results for a single C3H3N5 molecule.

The geometry in XYZ format:
```
11
Properties=species:S:1:pos:R:3:nbo_charge:R:1
N -0.5894 1.1746 1.2814 -0.120
N 0.1424 -1.4460 -0.2029 -0.407
N 1.7845 0.0236 -1.3983 -0.615
N -0.5470 0.0021 1.6836 -0.148
N -0.3902 0.7079 -1.0654 -0.375
C -0.4529 -1.1651 0.8691 0.219
C 0.6822 -0.2910 -0.8847 0.503
C -0.8299 1.3186 -0.0590 0.190
H 2.4281 -0.7015 -1.4485 0.357
H -0.9157 -1.9470 1.4733 0.195
H -1.3120 2.3239 -0.2486 0.200
```

Values from the calculation:
**HOMO-LUMO gap**: 8.131 eV
**HOMO level**: -0.356 Ha
**Structure (SMILES)**: N=c1ncnncn1
**Molecular weight**: 109.092 g mol⁻¹

## d
DFT (ωB97M-V with the def2-TZVPD basis set) results for a single C3H3N5 molecule.

The geometry in XYZ format:
```
11
Properties=species:S:1:pos:R:3:nbo_charge:R:1
N -1.2737 1.1245 -0.0042 -0.304
N -1.3337 -1.2561 0.0290 -0.499
N 2.0582 0.0170 0.0262 -0.263
N -0.0350 0.6322 -0.1093 -0.209
N 1.2659 -1.0580 -0.1472 -0.377
C -0.0427 -0.8075 -0.0294 0.450
C -1.9503 -0.0431 -0.0043 0.174
C 1.2334 1.0183 0.0654 0.166
H -3.0964 0.1167 -0.0505 0.205
H 1.4102 2.1593 -0.0949 0.231
H 1.7642 -1.9035 0.3192 0.426
```

Values from the calculation:
**HOMO-LUMO gap**: 10.420 eV
**HOMO level**: -0.352 Ha
**Structure (SMILES)**: c1nc2[nH]ncn2n1
**Molecular weight**: 109.092 g mol⁻¹

The structure with the least stability is b.